Below is 11 unconnected molecules or ions with the total composition C13H46N21O12, with properties calculated with ωB97M-V/def2-TZVPD.

Positions of all 92 atoms, in Å:
O -7.13293 -6.78042 -4.27400
O -8.79013 -5.33635 0.67931
O 7.14665 3.43270 5.83217
O 3.20732 1.47065 -3.49438
O -0.16437 -1.03439 -0.25119
O 1.68292 8.30091 -1.16931
O 1.71709 -1.92837 3.63417
O 5.25444 4.79883 -2.29007
O 4.24181 -0.34669 -2.67485
O 3.20750 -1.02976 7.38316
O -9.15360 -3.39558 -2.50122
O -2.73423 -3.83766 -4.10301
N -11.27270 -2.79731 -3.01485
N 1.08659 -1.77471 7.61320
N 0.91341 0.05953 2.90382
N -10.83178 -4.04061 -1.11805
N 3.43923 5.87490 -1.44572
N -6.71166 -6.09942 1.12644
N -3.05564 -3.40292 -1.89624
N -6.93412 -4.52613 -4.08992
N 5.27599 1.70581 -2.51006
N 5.09239 7.04712 -2.54427
N 1.97398 -1.66319 0.19607
N 4.99887 3.04886 5.21022
N -1.23495 -2.54334 -2.98479
N 2.47976 -1.58770 9.45332
N 6.19533 1.43737 6.34844
N 2.21079 -0.06531 4.82488
N 2.97566 10.14820 -0.94484
N 1.40696 9.99730 -2.64055
N -5.08690 -5.82390 -4.53878
N 1.44726 -0.74884 -1.82997
N -7.17711 -5.10074 -0.90132
C -2.35603 -3.29285 -3.06983
C 1.99812 9.41344 -1.55861
C -6.43108 -5.77999 -4.30620
C 6.18299 2.68918 5.79945
C 4.63132 5.82514 -2.09907
C 1.01812 -1.13994 -0.61884
C 1.62452 -0.71755 3.77338
C 6.38143 1.74924 -3.45245
C 7.58294 0.86554 -3.03956
C -10.35234 -3.41928 -2.21734
C -7.62713 -5.49653 0.30962
C 2.31004 -1.43823 8.10690
C 4.14678 0.88593 -2.92577
H -4.48809 -5.00929 -4.55342
H -0.94359 -2.10443 -2.12207
H 7.49090 0.61248 -1.98237
H 3.25371 11.06102 -1.25038
H 4.58844 7.90242 -2.40845
H -0.67758 -2.42852 -3.81069
H 0.69867 9.46831 -3.11477
H 3.37619 -1.34895 9.83309
H -2.75767 -2.95734 -1.04731
H -5.75880 -6.25296 0.85815
H 4.20671 2.43833 5.16378
H -11.80790 -4.05494 -0.89229
H -4.67340 -6.72504 -4.68393
H 2.41757 -0.82564 -2.13556
H -7.91517 -4.43335 -3.88882
H 6.72571 2.78398 -3.52368
H 1.65311 10.90670 -2.98093
H -12.25387 -2.79393 -2.81533
H -3.89613 -3.94650 -1.90728
H 0.78283 -0.32701 -2.45119
H 3.05780 5.00462 -1.12357
H 1.68454 -1.95258 1.11449
H -10.16504 -4.49390 -0.48884
H -6.23515 -5.24301 -1.21136
H 4.96962 2.63541 -2.26270
H 8.52930 1.40028 -3.18844
H 0.49151 -0.38847 2.10552
H 5.96337 7.05403 -3.03886
H 5.40325 0.82057 6.33367
H -6.36268 -3.70188 -4.10847
H -7.02490 -6.40155 2.02880
H 4.95167 3.95549 4.78619
H 2.11909 0.92201 4.96750
H 0.84436 1.05503 2.99016
H 7.62927 -0.05801 -3.62537
H 0.94920 -1.68929 6.62018
H -10.93433 -2.33005 -3.83452
H 2.74068 -0.61513 5.48858
H 7.04900 1.13122 6.77380
H 3.42310 9.74006 -0.14490
H -7.83334 -4.64966 -1.52912
H 2.94155 -1.72577 -0.06686
H 0.33925 -2.12022 8.18364
H 2.93917 6.73658 -1.29667
H 1.76050 -1.92519 10.06325
H 6.04845 1.42478 -4.44806

Force components x, y, z for each atom (eV/Å):
-0.040 -0.026 -0.008
-0.148 0.087 -0.084
0.027 0.036 0.039
-0.367 0.021 0.180
-0.255 -0.177 0.172
0.043 0.035 0.027
0.017 -0.149 0.018
0.163 0.108 0.025
-0.197 -0.120 0.043
0.270 0.107 0.072
-0.130 -0.107 0.006
-0.202 -0.069 -0.120
0.006 0.008 -0.010
0.031 0.061 0.043
-0.012 -0.165 0.241
0.257 -0.145 0.196
0.165 0.075 0.085
0.032 0.006 0.036
-0.026 -0.028 -0.006
-0.013 -0.084 -0.031
0.023 -0.167 0.424
0.034 0.033 0.062
-0.214 -0.147 0.293
0.002 0.050 0.148
0.014 0.037 0.026
-0.014 0.032 0.002
-0.090 0.013 0.031
0.030 -0.145 -0.053
0.021 -0.029 -0.058
-0.018 0.035 0.045
0.035 0.101 0.030
-0.252 -0.392 -0.020
-0.233 0.138 0.031
0.042 0.098 0.214
0.008 0.028 -0.037
0.146 0.064 -0.033
-0.056 -0.056 -0.047
-0.142 -0.018 -0.038
0.443 0.174 -0.397
-0.193 0.322 -0.296
0.259 -0.315 0.182
-0.004 0.104 -0.116
0.061 0.036 0.004
0.085 -0.047 -0.065
-0.168 -0.117 -0.137
0.165 -0.034 -0.006
0.129 -0.047 0.079
0.076 0.062 0.027
0.014 -0.022 -0.081
-0.003 0.001 0.002
-0.029 -0.013 -0.020
0.019 -0.034 0.011
0.019 -0.020 -0.005
0.004 0.001 -0.013
0.022 0.026 -0.015
0.001 -0.011 -0.011
0.040 -0.051 -0.086
0.005 0.014 -0.024
-0.042 -0.019 -0.011
0.380 0.379 -0.209
0.021 0.102 0.068
-0.122 -0.024 -0.065
0.003 -0.002 -0.001
-0.009 -0.003 0.001
-0.003 0.009 -0.011
0.105 0.234 0.037
-0.016 -0.023 -0.080
0.193 -0.127 0.036
-0.072 0.037 -0.053
-0.025 -0.123 -0.028
-0.098 0.055 -0.497
-0.045 -0.081 -0.007
-0.056 0.083 -0.126
-0.007 -0.024 -0.012
0.028 -0.044 0.010
0.015 -0.003 -0.037
-0.013 0.004 -0.013
0.030 -0.023 -0.050
-0.081 -0.006 -0.009
0.074 0.012 -0.058
-0.059 0.031 0.177
0.001 -0.042 -0.018
0.014 -0.017 0.005
-0.031 0.154 0.078
0.010 0.002 -0.021
-0.017 -0.001 0.014
0.100 0.070 0.016
-0.011 0.138 -0.093
0.009 -0.021 -0.004
-0.179 -0.118 0.003
-0.002 -0.008 -0.009
0.004 0.224 -0.009

The value obtained for the calculated total energy is -2576.25156 hartree. The frontier orbital gap is 5.48 eV. The charge is -1. The value obtained for the energy relative to the best compared isomer or geometry (same formula, charge and spin) is 0.0 kcal per mole.

Mulliken population analysis, charges in e, atoms 1 to 5: number 1, O, carries -0.697; number 2, O, carries -0.774; number 3, O, carries -0.645; number 4, O, carries -0.744; number 5, O, carries -0.823

---

Below is 10 unconnected molecules or ions with the total composition C13H46N2O10, with properties calculated with ωB97M-V/def2-TZVPD.

Positions of all 71 atoms, in Å:
O -1.48308 4.39131 -3.22920
O 2.26958 2.63221 -3.24783
O 0.94977 -2.17891 -2.02593
O -3.26524 -1.31436 -0.03811
O -2.69007 -1.91249 2.75122
O 2.79665 4.14765 1.47618
O 1.50292 -4.16470 1.84767
O -0.40299 2.11907 2.94810
O 4.36702 -1.05418 0.35755
O -1.29500 0.65753 0.86807
N -2.38592 -1.86708 4.92996
N -2.39242 -0.06807 3.89878
C -2.59220 4.01722 -2.43880
C -2.04695 3.52472 -1.11890
C -0.09649 0.13111 0.41444
C 0.54896 1.42316 3.77114
C -2.47040 -1.32495 3.78515
C -3.25979 -2.39840 -0.96700
C 1.27322 1.97468 -2.46315
C 3.21704 3.45266 0.36169
C 3.55832 -0.58328 -0.71742
C -2.28074 -3.50158 -0.52861
C 2.56062 -3.20828 1.99504
C -0.46446 -2.25192 -3.74414
C 0.97652 -2.44848 -3.38131
H -2.57165 0.61035 3.17233
H 4.14253 -0.44791 1.06723
H -3.09612 3.26365 -3.04403
H -2.29942 -4.26075 -1.31053
H 3.97455 0.34401 -1.11108
H -1.90474 -0.03446 0.60168
H 2.12889 -2.28650 1.60511
H -2.87127 3.43282 -0.41168
H 1.41637 0.99823 3.26603
H -0.71144 1.49854 2.28371
H 2.52116 -0.46231 -0.40475
H 1.19511 -3.49831 -3.57668
H -3.33075 -1.65963 0.85525
H 0.51421 0.97974 0.10625
H -1.65532 4.20799 -4.15566
H -0.43212 -0.39440 -0.47959
H 2.37977 4.97458 1.22320
H 1.34353 -4.28006 0.90805
H 0.16300 0.59604 4.36696
H 1.66343 1.04359 -2.05216
H 2.99501 2.38667 0.41151
H 3.48313 -3.35998 1.43464
H 1.64550 -1.77945 -3.92257
H 1.75991 3.09857 -3.91442
H -3.25654 4.88107 -2.41574
H -1.43314 4.32239 -0.70051
H -2.99102 -2.09037 -1.97744
H -0.58577 -2.56108 -4.78232
H 3.65434 -1.28555 -1.54549
H -1.09599 -2.95325 -3.19878
H -2.38180 -1.27638 5.74920
H 0.94880 2.49324 -1.56096
H -2.75379 -4.00896 0.31216
H -0.82522 -1.23159 -3.61427
H -1.39061 2.65947 -1.02576
H -4.28784 -2.75473 -1.03213
H 4.30474 3.47902 0.29613
H 1.05886 1.99944 4.54316
H 0.38646 -0.59082 1.07297
H -2.26935 -2.86912 4.97922
H 0.30978 1.79406 -2.93988
H -2.05966 0.30888 4.77473
H 2.86557 -3.04729 3.02905
H 0.97227 -3.01087 -1.54746
H -1.23784 -3.26836 -0.31396
H 2.71950 3.84532 -0.52509

Force components x, y, z for each atom (eV/Å):
1.304 0.439 -0.630
-0.982 -0.299 0.294
1.429 0.248 2.309
0.348 0.629 -0.963
-0.236 -1.444 -2.239
-0.531 0.470 1.498
0.768 -0.419 0.502
1.352 -0.130 1.692
-0.317 0.203 0.024
-0.943 0.405 1.170
0.701 -3.960 5.283
0.447 7.158 0.148
0.473 -0.863 -1.119
-0.530 1.080 1.056
0.191 -0.175 -1.798
0.419 -0.189 0.258
-1.144 -1.145 -3.147
0.819 -0.105 0.614
-0.159 -0.409 0.969
0.386 -0.410 -1.037
0.669 -0.132 -0.447
-1.438 -0.810 -0.315
-0.592 0.885 -0.612
-0.584 -0.465 -1.925
-1.557 -0.295 -0.516
0.197 -0.460 -0.070
0.352 -0.117 0.394
-0.491 -0.438 0.561
0.192 -0.121 -0.219
-0.220 0.370 0.086
-1.168 -0.035 0.216
0.388 0.515 0.217
-0.012 -0.334 0.093
-0.147 -0.024 -0.832
-0.314 -0.260 -0.419
-0.059 -0.054 -0.245
0.576 0.027 -0.153
0.081 -0.310 0.608
0.537 -0.298 0.258
-0.093 0.095 0.062
1.069 -0.397 -0.429
0.053 -0.155 -0.024
0.049 -0.011 0.033
-0.678 -0.247 -0.265
0.153 -0.203 -0.507
-0.461 -0.113 0.307
-0.143 -0.606 -0.216
0.142 -0.064 0.122
0.282 0.288 -0.141
-0.182 -0.026 0.819
0.021 0.301 -0.029
0.054 0.735 0.216
-0.302 0.330 -0.392
-0.331 -0.204 0.212
0.093 0.159 0.324
0.082 -0.807 -0.011
0.419 0.815 0.058
0.437 0.049 0.403
0.129 -0.052 0.085
-0.481 -0.299 -0.813
0.043 -0.519 -0.027
0.163 0.319 -0.420
-0.576 1.066 -0.257
0.178 0.212 0.321
-0.119 0.293 0.312
0.252 -0.182 -0.683
-0.127 0.318 -0.512
-0.512 -0.394 0.106
0.056 0.129 0.104
-0.281 0.588 0.017
0.407 -0.153 -0.335

The value obtained for the calculated total energy is -1384.63238 hartree. The frontier orbital gap is 10.40 eV. The value obtained for the energy relative to the best compared isomer or geometry (same formula, charge and spin) is 121.1 kcal per mole.

Mulliken population analysis, charges in e, atoms 1 to 5: number 1, O, carries -0.526; number 2, O, carries -0.546; number 3, O, carries -0.170; number 4, O, carries -0.524; number 5, O, carries -0.698

---

- Which value of calculated total energy does entry 1 give?
  -2576.25156 hartree